i) ORCA calculation (the ωB97M-V functional and the def2-TZVPD basis) on a 3-piece molecular cluster, C2H9O3 overall.

Structure (XYZ):
```
14
Properties=species:S:1:pos:R:3:nbo_charge:R:1
C -1.007 0.422 1.986 -0.04
O 0.081 -0.001 1.242 -0.81
C -1.101 1.956 1.935 -0.63
H -1.970 0.019 1.639 0.14
H -0.815 0.086 3.014 0.13
H -1.127 2.249 0.879 0.21
H -1.998 2.368 2.407 0.18
H -0.170 2.382 2.310 0.20
H 1.183 -0.963 -2.555 0.52
H 0.995 -0.401 -3.891 0.44
O 1.577 -1.067 -3.486 -1.02
H 0.583 -1.888 -0.601 0.42
H -0.009 -0.496 0.331 0.53
O 0.396 -1.075 -1.062 -1.25
```

Its net charge is -1. The orbital gap is 8.1 eV. For the molecular weight, the calculation gives 81.1 u. As for the HOMO energy: -4.0820 eV.

---

ii) ORCA calculation (the ωB97M-V functional and the def2-TZVPD basis) on a 3-piece molecular cluster, C2H9O3 overall.

Structure (XYZ):
```
14
Properties=species:S:1:pos:R:3:nbo_charge:R:1
C 1.584 0.436 -0.299 -0.05
O 0.403 1.067 0.119 -0.81
C 2.649 1.520 -0.433 -0.62
H 1.912 -0.325 0.424 0.15
H 1.399 -0.092 -1.247 0.13
H 2.759 1.985 0.542 0.20
H 3.620 1.185 -0.809 0.18
H 2.310 2.240 -1.179 0.19
H -2.340 -1.368 0.040 0.52
H -3.186 -1.729 -1.251 0.43
O -3.168 -1.853 -0.296 -1.03
H -1.305 -0.668 1.777 0.42
H -0.223 0.310 0.448 0.52
O -1.038 -0.878 0.879 -1.23
```

Its net charge is -1. The orbital gap is 8.3 eV. For the molecular weight, the calculation gives 81.1 u. As for the HOMO energy: -4.2109 eV.

---

Stability check: which of them is most stable? ii).

---

i) ORCA calculation (the ωB97M-V functional and the def2-TZVPD basis) on one molecule with the formula C4H10O2S.

Structure (XYZ):
```
17
Properties=species:S:1:pos:R:3:nbo_charge:R:1
C -0.126 -2.199 -0.170 -0.63
C 1.148 1.851 0.939 -0.65
C -0.796 -1.235 -1.137 -0.62
C -0.182 1.087 0.435 -0.06
O 1.621 -0.111 -1.118 -0.99
O -1.394 1.776 0.207 -0.73
S 0.229 0.263 -1.256 1.24
H -0.011 -1.505 0.677 0.20
H -0.693 -3.077 0.087 0.22
H 0.907 -2.451 -0.651 0.24
H 1.534 1.405 1.844 0.22
H 1.791 1.677 0.136 0.24
H 0.826 2.932 0.983 0.22
H -1.835 -0.981 -0.810 0.24
H -0.777 -1.621 -2.223 0.23
H -0.347 0.195 1.089 0.16
H -1.895 1.993 0.969 0.48
```

The orbital gap is 9.4 eV. For the molecular weight, the calculation gives 122.2 u. As for the HOMO energy: -8.7598 eV.

---

ii) ORCA calculation (the ωB97M-V functional and the def2-TZVPD basis) on a 2-piece molecular cluster, C4H10O2S overall.

Structure (XYZ):
```
17
Properties=species:S:1:pos:R:3:nbo_charge:R:1
O 1.678 -2.158 1.106 -0.51
C 1.884 -1.063 0.656 0.44
C 1.039 0.142 1.005 -0.51
C -0.373 0.084 0.402 -0.40
C -1.233 1.196 0.981 -0.51
S -2.829 1.386 0.164 -0.02
H 2.717 -0.888 -0.048 0.11
H 1.550 1.038 0.667 0.21
H 0.952 0.164 2.101 0.23
H -0.274 0.300 -0.658 0.20
H -0.848 -0.876 0.583 0.22
H -0.757 2.170 0.912 0.22
H -1.391 1.049 2.050 0.21
H -3.125 0.080 0.171 0.12
O 0.558 -1.091 -3.583 -0.94
H 0.699 -0.890 -2.657 0.47
H -0.245 -0.643 -3.853 0.47
```

The orbital gap is 9.9 eV. For the molecular weight, the calculation gives 122.2 u. As for the HOMO energy: -9.3815 eV. The structure (SMILES) is O=CCCCS.O.

---

Stability check: which of them is most stable? ii).

---

i) ORCA calculation (the ωB97M-V functional and the def2-TZVPD basis) on a 2-piece molecular cluster, C5H14O2 overall.

Structure (XYZ):
```
21
Properties=species:S:1:pos:R:3:nbo_charge:R:1
C 0.011 -1.093 -2.047 -0.63
C 0.833 -1.901 -0.922 -0.42
C 0.054 -1.860 0.438 -0.39
C -0.695 -0.486 0.713 -0.44
C 0.176 0.791 0.580 -0.07
O 0.434 1.503 1.725 -0.72
H 0.070 0.139 -2.119 0.20
H -1.012 -1.049 -1.996 0.20
H 0.285 -1.593 -2.961 0.22
H 1.814 -1.456 -0.878 0.21
H 0.829 -3.007 -1.063 0.22
H 0.716 -2.026 1.295 0.20
H -0.776 -2.615 0.511 0.21
H -1.163 -0.604 1.721 0.22
H -1.425 -0.278 -0.094 0.20
H -0.372 1.439 -0.134 0.17
H 1.148 0.506 0.065 0.15
H 0.983 0.944 2.243 0.47
O -0.686 4.374 1.269 -0.99
H -0.115 3.537 1.171 0.51
H -1.107 4.735 0.485 0.48
```

The orbital gap is 11.0 eV. For the molecular weight, the calculation gives 106.2 u. As for the HOMO energy: -10.2914 eV. The structure (SMILES) is CCCCCO.O.

---

ii) ORCA calculation (the ωB97M-V functional and the def2-TZVPD basis) on a 3-piece molecular cluster, C5H14O2 overall.

Structure (XYZ):
```
21
Properties=species:S:1:pos:R:3:nbo_charge:R:1
C 0.679 -1.323 -1.458 -0.43
C 0.392 -1.866 -0.268 0.00
C 1.226 -1.573 0.903 -0.64
C -1.018 -2.108 0.124 -0.43
C -1.492 -1.474 1.396 -0.62
H 1.767 -1.240 -1.706 0.19
H -0.028 -1.186 -2.317 0.20
H 1.151 -2.579 1.588 0.21
H 2.416 -1.468 0.630 0.22
H 0.998 -0.683 1.439 0.22
H -0.981 -3.274 0.089 0.21
H -1.861 -1.945 -0.692 0.22
H -2.313 -2.134 1.825 0.23
H -0.792 -1.233 2.112 0.21
H -1.711 -0.454 1.003 0.21
O 0.462 6.563 0.153 -0.93
H 0.888 6.713 -0.637 0.46
H 0.147 5.608 0.031 0.47
O 0.033 2.166 -1.253 -0.96
H 0.459 1.427 -0.911 0.48
H -0.422 2.062 -2.051 0.48
```

The orbital gap is 10.1 eV. For the molecular weight, the calculation gives 106.2 u. As for the HOMO energy: -9.4004 eV. The structure (SMILES) is C=C(C)CC.O.O.

---

iii) ORCA calculation (the ωB97M-V functional and the def2-TZVPD basis) on a 2-piece molecular cluster, C5H14O2 overall.

Structure (XYZ):
```
21
Properties=species:S:1:pos:R:3:nbo_charge:R:1
C -1.911 1.387 -0.071 -0.62
C -0.706 0.465 0.199 -0.21
C -0.442 0.070 1.657 -0.60
C -0.613 -0.793 -0.679 -0.43
C -1.203 -0.734 -2.075 -0.06
O -0.430 -1.513 -2.998 -0.73
H -2.394 1.638 0.859 0.21
H -2.660 0.844 -0.635 0.20
H -1.657 2.302 -0.590 0.21
H 0.191 1.058 0.008 0.18
H 0.608 -0.203 1.694 0.21
H -0.471 0.966 2.274 0.20
H -1.196 -0.613 2.014 0.20
H -1.193 -1.573 -0.163 0.19
H 0.419 -1.138 -0.686 0.22
H -1.223 0.294 -2.460 0.16
H -2.219 -1.115 -2.150 0.18
H 0.147 -0.893 -3.470 0.47
O 6.021 -0.030 2.404 -0.94
H 5.460 -0.321 1.678 0.47
H 5.471 -0.097 3.190 0.47
```

The orbital gap is 10.8 eV. For the molecular weight, the calculation gives 106.2 u. As for the HOMO energy: -10.1992 eV. The structure (SMILES) is CC(C)CCO.O.

---

iv) ORCA calculation (the ωB97M-V functional and the def2-TZVPD basis) on a 3-piece molecular cluster, C5H14O2 overall.

Structure (XYZ):
```
21
Properties=species:S:1:pos:R:3:nbo_charge:R:1
C 1.336 -1.014 2.031 -0.67
C -0.037 -0.843 1.487 -0.20
C -0.294 -0.932 0.188 -0.17
C -1.517 -0.511 -0.598 -0.44
C -2.564 0.345 0.179 -0.61
H 1.776 -1.997 1.847 0.22
H 1.522 -0.716 3.067 0.22
H 2.110 -0.359 1.606 0.22
H -0.816 -0.484 2.155 0.19
H 0.521 -1.302 -0.425 0.17
H -1.133 0.044 -1.453 0.21
H -1.972 -1.436 -0.948 0.21
H -2.143 0.622 1.138 0.21
H -3.447 -0.263 0.294 0.21
H -2.850 1.151 -0.492 0.21
O 1.418 0.137 -2.173 -0.97
H 1.227 -0.808 -2.152 0.48
H 1.004 0.606 -1.440 0.49
O 2.004 2.659 -1.037 -0.94
H 2.482 2.052 -1.619 0.48
H 1.374 3.049 -1.655 0.47
```

The orbital gap is 10.0 eV. For the molecular weight, the calculation gives 106.2 u. As for the HOMO energy: -9.2293 eV. The structure (SMILES) is C/C=C/CC.O.O.

---

Stability check: which of them is most stable? iii).